Here is a cluster of 11 separate species, C44H118N8O17 in total in a non-equilibrium geometry from the OMol25 dataset. Energies are from ωB97M-V with the def2-TZVPD basis set.

Each line ends with the Löwdin charge.
CARTESIAN COORDINATES (ANGSTROEM)
H (0.8177, -6.7688, 2.0107)  0.130
H (1.0883, -3.0774, -0.6405)  0.107
H (-6.0276, -5.5314, 0.8596)  0.121
H (-4.0087, -4.9104, -0.4680)  0.108
H (3.0401, -3.7547, 2.7798)  0.077
H (5.9523, 5.0038, 0.9411)  0.138
H (1.2355, 4.5009, -2.0330)  0.097
H (5.0593, -3.7052, -3.7655)  0.103
N (0.1262, -0.1961, 4.2351)  0.057
H (5.4879, -4.5963, -1.5188)  0.068
H (-6.2093, 3.9163, -1.0754)  0.121
H (3.5782, -2.4388, -0.3231)  0.112
H (-1.7885, -2.6634, -5.7020)  0.080
C (-5.9599, 2.6762, 3.9082)  -0.424
C (4.9950, -5.8514, -4.7889)  -0.129
C (-0.6932, -3.3085, 6.7608)  -0.100
H (7.9432, 4.0511, -0.2823)  0.078
C (2.4614, 6.6484, -2.2850)  -0.188
H (1.5113, -3.0502, 5.4600)  0.128
H (-1.6577, -6.2889, 0.1944)  0.067
C (3.0398, -2.8293, -4.0901)  -0.196
C (2.5896, -0.5685, 4.3352)  -0.059
H (1.1802, -1.8716, 3.5158)  0.105
C (-0.9686, -5.3689, 2.0272)  -0.396
C (-0.7408, -5.0931, -2.5859)  -0.105
H (6.2666, -1.1261, 0.3720)  0.148
C (0.5259, -5.7229, 1.8608)  -0.203
O (3.8906, -4.9973, -4.8805)  -0.180
H (-1.0484, -4.2510, 6.3232)  0.086
C (-4.9771, 1.6956, 3.2588)  -0.205
C (-3.3154, -2.5560, -3.2597)  -0.226
C (-1.6224, 3.6024, 0.6183)  -0.234
H (-2.0576, 4.5591, 0.9368)  0.114
C (-6.0442, -5.1149, -0.1572)  -0.222
C (-1.9901, 3.5110, -0.8823)  -0.178
C (-1.7873, 2.5272, 2.7556)  -0.110
H (-4.3729, -3.4565, -4.8082)  0.116
H (-7.1068, 6.7800, 0.8669)  0.088
H (-2.3705, -2.9597, -2.8777)  0.077
H (-0.5373, 3.7705, 0.7039)  0.101
N (-3.4397, 3.4362, -1.0333)  -0.057
H (1.6306, 3.6503, 1.7370)  0.080
O (1.3848, 7.9956, -3.9646)  -0.220
H (5.4996, -5.8188, -3.8167)  0.078
C (0.3777, -3.3656, -1.4184)  -0.215
H (-4.7851, -0.6166, 1.5104)  0.087
H (-0.8925, -4.1568, 0.5657)  0.048
H (5.5900, 3.1209, 2.3365)  0.067
N (2.3769, -3.4669, -2.9498)  -0.031
H (5.7519, -5.6239, -5.5510)  0.090
H (3.3231, -1.3612, 4.1666)  0.071
H (4.2416, 3.0379, -0.5489)  0.117
H (1.5330, -1.7078, 6.5047)  0.129
H (-7.2997, -3.7167, 0.3458)  0.082
H (0.4042, -2.8906, -3.5457)  0.115
N (-5.3372, 4.0501, 4.0309)  0.031
H (1.8537, 4.8103, 0.3988)  0.073
C (4.4204, 3.9642, 0.0155)  -0.204
H (-6.0269, 2.3267, 4.9459)  0.131
O (-4.5943, -3.8035, 1.2956)  -0.092
O (-1.9791, 2.5047, 1.3762)  -0.206
C (-1.1748, -0.0757, 0.2705)  -0.181
H (-1.6518, 4.4129, -1.3903)  0.114
O (2.7074, 2.5283, -3.1115)  -0.186
H (-1.5426, -7.4083, 1.5402)  0.079
H (-5.2235, 4.8024, -2.2397)  0.121
H (-1.0627, -5.4073, 3.1159)  0.137
H (-3.6998, -0.5293, 2.8943)  0.079
H (-1.5108, -2.9913, 7.4069)  0.088
O (-7.2059, -4.3094, -0.4080)  -0.070
N (6.1855, 3.0072, 1.5218)  0.037
H (3.2025, -5.3950, 2.1839)  0.098
C (2.2111, 3.8682, 0.8429)  -0.126
H (2.2368, 6.0648, -4.1722)  0.093
O (-6.1641, 5.9339, -0.7144)  -0.190
H (0.3730, 0.6024, 4.8232)  0.077
O (0.8024, -1.0285, 1.2912)  -0.091
H (3.6013, -1.1354, 1.7269)  0.059
H (-4.7697, -3.3174, -0.6041)  0.107
H (3.3679, -1.7938, -3.9581)  0.111
H (-1.5251, 0.7542, -0.3337)  0.095
H (-4.0399, -3.0799, -2.6226)  0.099
H (1.9780, 3.1192, 0.0742)  0.078
C (4.2296, -3.6615, -4.4706)  -0.217
C (2.8614, 1.2256, -3.6205)  -0.120
H (-1.8875, -1.8238, 0.5381)  0.062
H (-2.1989, 1.7001, 3.3311)  0.057
H (3.8793, 0.9074, -3.4104)  0.083
H (-6.0389, 4.5136, 4.6125)  0.063
H (0.6376, -0.6213, -0.8168)  0.100
C (6.9208, 3.8164, -0.5733)  -0.069
H (2.7856, 1.2976, -4.7149)  0.086
H (2.1233, 0.4650, -3.3464)  0.072
C (2.5670, -4.5026, 2.1443)  -0.083
H (-4.6006, 4.0263, 0.5598)  0.098
H (0.7394, 9.2274, -5.4870)  0.088
H (5.0360, -0.2684, 2.3100)  0.082
O (5.2453, -3.5020, 0.2465)  -0.181
H (4.8888, -2.0383, 2.2972)  0.076
C (0.9848, -2.1047, 5.6407)  -0.201
C (1.3896, 4.6290, -3.1166)  -0.213
O (-5.6331, 0.4642, 2.9757)  -0.192
H (-5.1989, -1.4937, 3.0261)  0.084
C (5.8578, 4.0111, 0.4710)  -0.440
C (1.6383, 3.2378, -3.6802)  -0.234
H (-7.8805, 3.6029, 3.7501)  0.077
C (0.3600, -0.2754, 0.1780)  -0.197
H (0.1663, -3.6649, 7.3325)  0.088
C (-7.3304, 2.7826, 3.2852)  -0.053
H (-2.2501, 3.4334, 3.1644)  0.096
H (-4.1387, 1.4790, 3.9164)  0.105
H (0.7211, 2.6630, -3.4939)  0.119
C (-6.7254, 5.8041, 0.5762)  -0.117
H (-0.5832, -0.6289, 4.8306)  0.059
H (1.0164, 10.0156, -3.9489)  0.087
H (2.3814, -4.0983, 1.1449)  0.075
N (4.8304, 0.1472, -0.3145)  0.063
H (-2.9072, -1.0940, -2.0014)  0.037
H (0.3447, 7.3398, -2.3809)  0.117
O (1.3168, -4.8870, 2.6804)  -0.209
H (-1.4656, -4.3093, -2.8355)  0.050
C (-3.5505, -2.7456, -4.7450)  -0.195
O (0.0142, -4.7356, -1.4547)  -0.192
H (-7.2976, 3.0498, 2.2258)  0.070
C (-4.2692, 4.4859, -0.3766)  -0.206
O (-0.3994, -2.3354, 5.7849)  -0.186
H (4.8883, -2.4011, -1.4643)  0.113
H (-0.7103, 2.4229, 2.9481)  0.082
N (-1.2503, -4.0211, 1.5151)  0.079
H (7.1417, 3.1957, 1.7892)  0.065
O (-1.8818, -1.2219, -0.2196)  -0.089
H (4.0509, -5.0020, -0.5867)  0.081
H (6.8761, 2.8281, -1.0277)  0.078
O (-2.3690, -3.3233, -5.3209)  -0.081
H (-1.2820, -6.0214, -2.4111)  0.090
C (1.3578, 7.6995, -2.5885)  -0.222
H (3.9061, 0.4592, -0.0389)  0.064
C (1.2144, -1.2295, 4.4002)  -0.405
H (0.7629, -0.4935, 2.0961)  0.040
H (-3.7340, -1.8112, -5.2709)  0.124
H (1.2392, -1.8219, -2.4820)  0.102
H (2.7589, 0.1024, 3.4947)  0.069
C (-5.5200, 4.7610, -1.1920)  -0.214
H (-3.7035, 5.3954, -0.1762)  0.126
H (-4.7291, 2.1441, 2.2892)  0.121
H (1.7073, 3.3259, -4.7719)  0.123
H (-6.0543, -5.8926, -0.9118)  0.117
H (2.3430, 6.1694, -1.3152)  0.088
H (4.6804, -6.8783, -4.9741)  0.089
H (2.2883, -2.7389, -4.8888)  0.121
H (3.3547, 7.2776, -2.3232)  0.115
O (-3.1348, -1.1629, -2.9350)  -0.079
C (1.0885, -2.8917, -2.6810)  -0.229
H (-1.5629, 2.6042, -1.3052)  0.099
H (-0.5113, -2.7382, -1.3015)  0.100
H (0.8695, 0.6891, 0.3156)  0.112
H (-0.2690, -5.2390, -3.5659)  0.096
N (2.4724, 5.5955, -3.3046)  -0.041
H (2.4210, -4.4705, -3.0544)  0.113
H (4.6359, -3.1580, -5.3589)  0.125
H (1.6421, 8.5562, -1.9668)  0.121
H (-7.8740, 1.8431, 3.3631)  0.081
C (4.6702, -2.3588, -0.3935)  -0.186
H (6.7053, 4.5871, -1.3300)  0.086
H (0.8141, -5.5055, 0.8202)  0.109
H (-4.6364, 3.9192, 4.7651)  0.064
H (-0.5471, -3.3981, 1.9175)  0.070
H (-2.8686, -6.2216, 1.5294)  0.070
C (-1.8251, -6.3912, 1.2668)  -0.042
H (-3.6482, -3.6099, 1.3323)  0.040
C (0.6350, 9.1006, -4.4124)  -0.095
H (-3.8131, 2.5903, -0.6239)  0.101
H (4.2347, 4.7766, -0.6962)  0.124
C (5.1723, -1.1234, 0.3031)  -0.432
H (5.4381, 0.9410, -0.1825)  0.041
C (4.7023, -1.1232, 1.7231)  -0.088
H (2.7896, -0.0611, 5.2819)  0.082
O (3.5662, 4.0217, 1.1327)  -0.169
C (-4.7504, -0.6000, 2.6018)  -0.082
C (5.0922, -4.6758, -0.4973)  -0.128
H (-5.9876, 5.5223, 1.3328)  0.066
H (0.3916, 5.0320, -3.3336)  0.119
C (-4.7922, -4.2615, -0.0508)  -0.253
H (-0.4145, 8.9303, -4.1544)  0.090
H (-1.4066, 0.1133, 1.3180)  0.107
H (-7.5150, 5.0470, 0.6016)  0.082
H (5.6664, -5.5137, -0.0991)  0.088

Its SMILES is COC[C@H](C)N.COC[C@H](C)N.COC[C@H](C)N.COC[C@H](C)N.COC[C@H](C)N.COCCNCCOC.COCCNCCOC.COCCNCCOC.OCCO.OCCO.OCCO.


Here is a structure of composition C25H15Br4N7O4Os from the OMol25 dataset. Energies are from ωB97M-V with the def2-TZVPD basis set.

Each line ends with the Mulliken spin population.
CARTESIAN COORDINATES (ANGSTROEM)
N (-0.7668, 1.6038, 1.1761)  -0.046
H (-1.9670, 2.7488, 4.0712)  0.000
H (-1.8216, -3.4448, 3.2394)  0.004
H (0.4827, -2.3747, 2.5247)  -0.002
C (-3.3881, -0.2658, -4.6829)  0.017
H (4.4094, 0.1168, 3.0427)  0.000
C (-1.4836, 1.6322, 2.3044)  -0.001
C (-2.5472, -1.4339, -4.8253)  0.230
N (0.6463, 1.3683, -1.0404)  0.017
C (-3.4474, -1.1403, 0.6339)  0.031
H (-3.8470, -0.4596, -0.1068)  0.024
H (-4.2739, -3.4930, 2.9070)  0.001
H (6.4168, -0.5890, 2.5902)  0.000
C (3.9837, -0.6800, -0.2297)  -0.009
C (0.7952, 2.5214, -0.3243)  0.019
C (2.6283, -0.9431, -0.2181)  0.009
C (-1.3876, 2.7250, 3.1569)  -0.011
C (0.0353, 2.6571, 0.9099)  -0.034
O (-0.6632, -1.2372, -1.7165)  0.141
Br (-0.4934, -3.2784, -3.9579)  -0.001
H (2.1207, -1.2858, -1.1112)  -0.010
C (0.1081, 3.7323, 1.7818)  -0.007
C (-3.6573, -2.8213, 2.3256)  0.043
C (-1.5117, -0.9904, -2.7184)  0.180
C (-2.3004, -2.7972, 2.5186)  0.121
C (-1.6108, -1.7894, -3.8373)  -0.005
C (1.9103, -0.7993, 0.9683)  -0.052
H (1.9957, -0.3201, 3.0663)  0.001
H (1.6257, 0.8315, -2.8833)  0.000
H (4.5647, -0.7662, -1.1384)  0.000
C (-3.2810, 0.5302, -3.5702)  0.054
H (0.7542, 4.5740, 1.5646)  0.000
Br (-4.6167, 0.1565, -6.0106)  0.013
C (1.4388, 1.5345, -2.0884)  0.004
C (-0.1179, -1.8098, 1.8252)  0.294
Br (-2.7004, -2.4828, -6.3295)  0.103
N (-2.1126, -1.0992, 0.8106)  0.119
O (6.8656, -0.0850, 1.9017)  0.000
Os (-0.7485, 0.0042, -0.2345)  1.753
N (0.5006, -0.9716, 0.9277)  0.262
C (4.6378, -0.3012, 0.9424)  0.020
N (-0.6038, 3.7618, 2.8993)  0.015
N (2.0063, 2.7321, -1.9850)  0.000
C (-2.3297, 0.1767, -2.5696)  0.146
H (2.6821, 3.1604, -2.6033)  0.000
C (-4.2492, -1.9766, 1.3692)  0.125
H (-2.1246, 0.7890, 2.5142)  0.008
C (3.9232, -0.2022, 2.1288)  -0.009
Br (-4.3091, 2.0505, -3.2681)  0.022
O (6.5331, 0.4942, -0.2103)  0.003
C (2.5545, -0.4420, 2.1468)  0.048
C (-1.5065, -1.9201, 1.7481)  0.147
C (6.0924, 0.0580, 0.8126)  -0.001
H (-5.3167, -1.9712, 1.2088)  0.005
O (-2.1524, 0.8429, -1.4900)  0.203
N (1.6246, 3.3692, -0.8671)  0.003

As for the expectation value of S²: 6.04. The spin multiplicity is 5. As for the total charge: +2.


Sequential energy above the lowest of the compared OMol25 structures with the same formula, charge and spin output: 44.8, 0.8 kcal/mol